The following is a DFT calculation (wB97M-V/def2-TZVPD) of a molecular structure, CHFOS2 in a non-equilibrium geometry.

E ... -1009.970936 Ha
ΔE to the lowest compared entry with this formula, charge and spin ... 60.3 kJ/mol
Frontier orbital gap (alpha / beta) ... 7.312 / 6.735 eV
Molecular weight ... 112.15 g mol⁻¹
2S+1 ... 3
HOMO energy (alpha / beta) ... -7.29 / -9.98 eV

Geometry as XYZ:
```
6
Properties=species:S:1:pos:R:3:forces:R:3:lowdin_charge:R:1
S -2.203 -1.227 -0.247 -1.74 -1.44 -0.58 0.8699
S 1.633 0.377 -0.371 4.69 4.43 -1.03 0.9128
F -1.036 1.152 -0.116 1.00 -2.55 -0.35 -0.3001
O 0.411 -0.722 0.089 -5.62 -3.36 0.93 -0.4739
C -0.848 -0.529 -0.183 2.16 3.51 1.78 -0.9256
H 2.043 0.949 0.828 -0.49 -0.59 -0.76 -0.0832
```
Forces are in eV/Å.

---

The following is a DFT calculation (wB97M-V/def2-TZVPD) of 2 unconnected molecules or ions with the total composition C6H8O2 in a non-equilibrium geometry.

E ... -383.867846 Ha
ΔE to the lowest compared entry with this formula, charge and spin ... 111.0 kJ/mol
SMILES string ... Oc1ccccc1.O
Frontier orbital gap ... 9.839 eV
Molecular weight ... 112.13 g mol⁻¹
2S+1 ... 1
HOMO energy ... -9.14 eV

Geometry as XYZ:
```
16
Properties=species:S:1:pos:R:3:forces:R:3:lowdin_charge:R:1
O 1.114 -1.767 1.733 -2.09 -2.14 -1.92 -0.0293
O 0.382 -0.988 -2.961 2.68 0.22 -2.94 -0.0342
C 1.227 0.414 0.936 -2.62 0.46 -0.88 -0.0135
C 0.393 -0.691 1.144 1.63 -0.74 1.55 -0.3125
C -0.729 1.522 -0.201 2.90 -0.92 2.16 -0.0938
C 0.624 1.477 0.280 -0.11 0.72 -0.99 -0.0769
C -1.482 0.492 0.277 -3.70 -1.19 -0.53 -0.1216
C -0.975 -0.624 0.978 0.70 0.05 -1.13 -0.0390
H -2.618 0.437 0.069 1.90 0.28 0.28 0.1302
H 0.799 -2.666 1.301 0.82 2.81 1.42 0.1615
H -0.968 2.415 -0.725 -0.91 0.21 -0.39 0.0905
H -1.585 -1.495 1.196 -0.11 0.29 0.12 0.1118
H -0.243 -1.210 -2.334 -1.83 0.38 2.17 -0.0229
H 0.692 -0.071 -3.034 -0.86 -0.58 0.83 0.0499
H 2.204 0.383 1.334 1.02 0.14 -0.01 0.1060
H 1.165 2.371 0.009 0.59 0.01 0.26 0.0941
```
Forces are in eV/Å.

---

The following is a DFT calculation (wB97M-V/def2-TZVPD) of a gas-phase ion, C10H18N3 (charge +1) in a non-equilibrium geometry.

E ... -555.693248 Ha
ΔE to the lowest compared entry with this formula, charge and spin ... 611.8 kJ/mol
Frontier orbital gap ... 9.514 eV
Molecular weight ... 180.28 g mol⁻¹
2S+1 ... 1
Total charge ... +1
HOMO energy ... -12.60 eV

Geometry as XYZ:
```
31
Properties=species:S:1:pos:R:3:forces:R:3:lowdin_charge:R:1
N 1.031 -1.590 -2.679 3.34 -0.65 -0.38 -0.0236
N -0.254 1.461 -0.403 2.03 -6.35 -2.20 0.1600
N 0.154 -0.722 0.364 0.70 -0.42 -2.09 -0.0857
C 2.079 -2.233 -0.463 -0.08 1.72 0.28 -0.1257
C -0.608 2.785 -0.239 -2.87 -0.74 -3.02 -0.1942
C -0.075 -1.100 -2.314 -0.80 1.22 -0.06 0.0743
C -1.530 0.411 1.637 0.00 -0.23 1.16 -0.1520
C 0.635 -2.051 0.018 0.42 0.24 -0.01 -0.1743
C -0.066 0.256 -0.529 -0.07 3.15 0.64 -0.0913
C -0.254 -0.404 1.712 -1.39 -0.14 -0.81 -0.1213
C 2.320 -1.467 -1.794 -0.92 -1.68 -1.38 -0.0893
C -1.772 2.760 0.660 -0.95 0.05 1.95 -0.1679
C -1.444 1.926 1.887 1.39 -0.84 -1.35 -0.1579
H -0.871 3.255 -1.201 0.18 -0.12 0.15 0.1487
H 2.348 -3.308 -0.389 0.08 0.89 -0.27 0.1356
H -2.190 0.106 2.412 -0.59 -0.93 0.57 0.1094
H 0.526 -2.572 0.927 -0.09 -1.00 0.93 0.1154
H 0.166 3.285 0.167 2.65 1.83 1.48 0.1012
H -0.851 -1.381 -3.041 -0.26 0.36 0.37 0.0964
H 0.525 0.059 2.174 2.20 1.74 1.58 0.1033
H -0.385 -1.315 2.227 -0.42 -1.14 0.50 0.1201
H 2.461 -0.430 -1.522 -0.10 0.30 -0.47 0.1069
H -2.001 2.135 2.746 -1.20 0.65 1.01 0.0988
H -2.709 2.342 0.305 0.06 0.23 -0.85 0.1313
H 2.618 -1.554 0.214 0.63 -1.06 0.31 0.1210
H 1.172 -2.166 -3.553 -0.40 0.77 1.19 0.1787
H 0.027 -2.514 -0.717 -1.13 -0.50 -0.32 0.0950
H -1.916 3.781 0.919 -0.60 0.95 0.47 0.1146
H -0.418 2.081 2.186 0.50 0.49 0.13 0.1144
H -1.902 0.013 0.713 -1.25 0.69 -0.43 0.1163
H 3.183 -1.848 -2.424 -1.05 0.52 0.92 0.1419
```
Forces are in eV/Å.